1.
Below is C21H29N3O2S as an isolated structure in a non-equilibrium geometry, with properties calculated with wB97M-V/def2-TZVPD.

Element x y z (Å)
S1 3.893 2.442 -0.058
O1 -1.033 2.813 -0.710
O2 4.338 -3.294 -0.811
N1 0.303 2.177 1.205
N2 -1.557 0.832 0.574
N3 2.472 -1.054 0.443
C1 1.353 -0.592 0.802
C2 1.909 2.140 -1.373
C3 -4.671 1.226 -1.100
C4 -4.709 -1.083 0.245
C5 -6.672 -0.500 -1.144
C6 2.355 -1.796 -0.933
C7 3.089 1.496 -2.229
C8 -3.425 -0.640 0.569
C9 3.679 -2.034 -1.665
C10 4.568 -2.370 0.213
C11 1.869 0.469 1.971
C12 -3.528 1.506 -0.659
C13 -0.749 2.152 0.366
C14 0.757 1.305 2.320
C15 3.264 -1.997 1.192
C16 -2.812 0.509 0.019
C17 1.235 3.301 0.687
C18 2.397 2.486 -0.214
C19 -5.179 -2.277 0.349
C20 4.260 1.498 -1.477
C21 -5.214 -0.107 -0.737
H1 5.165 -3.281 1.033
H2 -1.168 0.358 1.248
H3 -4.410 -2.878 1.090
H4 0.925 -0.011 -0.066
H5 3.252 0.999 -3.201
H6 2.718 0.843 2.049
H7 -6.617 -1.309 -1.624
H8 -7.326 -0.791 -0.296
H9 1.752 3.665 1.495
H10 1.853 -0.906 -1.700
H11 -0.219 0.999 2.802
H12 -3.160 2.541 -0.965
H13 4.297 -1.266 -1.783
H14 -5.214 1.867 -1.798
H15 -6.152 -1.989 1.039
H16 1.195 1.948 -2.007
H17 -2.897 -1.122 1.046
H18 3.389 -2.745 -2.469
H19 5.465 1.270 -1.754
H20 -5.416 -2.876 -0.507
H21 0.749 -1.173 1.283
H22 2.609 -3.070 1.320
H23 0.815 4.054 -0.021
H24 -7.043 0.221 -1.719
H25 1.623 -2.658 -1.036
H26 1.119 2.222 3.009
H27 1.861 -0.137 3.089
H28 5.199 -1.787 0.327
H29 3.442 -1.596 2.267

Summary:
Net charge = 0
Calculated total energy = -41627.88750 eV
Relative energy (zero: lowest compared OMol25 entry of this formula, charge and spin) = 23.202 eV
F_max = 19.758 eV Å⁻¹
Kohn-Sham gap = 7.592 eV

2.
Below is one molecule with the formula C3H7NOS2 in a non-equilibrium geometry, with properties calculated with wB97M-V/def2-TZVPD.

Element x y z (Å)
S1 -0.782 0.381 -1.139
S2 -1.516 -2.804 -1.225
O1 1.899 0.187 0.613
N1 -0.467 -2.106 -0.048
C1 -0.194 -0.891 0.001
C2 0.757 -0.408 1.116
C3 -0.395 1.948 -0.352
H1 0.948 -1.311 1.728
H2 -0.634 2.729 -1.098
H3 -1.053 2.115 0.497
H4 -1.922 -1.664 -1.887
H5 2.432 -0.465 0.161
H6 0.294 0.320 1.743
H7 0.632 1.968 -0.110

Summary:
Net charge = 0
Calculated total energy = -28431.45466 eV
Relative energy (zero: lowest compared OMol25 entry of this formula, charge and spin) = 1.787 eV
SMILES string = CS/C(CO)=N\S
F_max = 2.465 eV Å⁻¹
Kohn-Sham gap = 9.402 eV

3.
Below is one molecule with the formula C6H3Cl in a non-equilibrium geometry, with properties calculated with wB97M-V/def2-TZVPD.

Element x y z (Å)
Cl1 3.434 0.057 -0.039
C1 -1.287 0.011 0.031
C2 0.797 -1.077 -0.124
C3 1.763 -0.298 0.022
C4 -0.531 1.203 -0.017
C5 -0.587 -1.142 -0.030
C6 0.811 1.311 -0.089
H1 -1.144 2.216 0.030
H2 -0.946 -2.185 0.086
H3 -2.311 -0.095 0.129

Summary:
Net charge = 0
Calculated total energy = -18786.55716 eV
Relative energy (zero: lowest compared OMol25 entry of this formula, charge and spin) = 2.331 eV
F_max = 2.841 eV Å⁻¹
Kohn-Sham gap = 8.399 eV

4.
Below is a 2-piece molecular cluster, ClFHOPS overall in a non-equilibrium geometry, with properties calculated with wB97M-V/def2-TZVPD.

Element x y z (Å)
Cl1 1.969 -1.104 -0.479
S1 0.161 1.583 -1.907
P1 0.299 -0.184 -1.144
F1 -0.739 0.237 2.580
O1 -0.921 -0.795 -0.658
H1 -0.770 0.263 1.607

Summary:
Net charge = 0
Calculated total energy = -37428.46000 eV
Relative energy (zero: lowest compared OMol25 entry of this formula, charge and spin) = 2.202 eV
SMILES string = O=P(=S)Cl.F
F_max = 2.424 eV Å⁻¹
Kohn-Sham gap = 8.696 eV

5.
Below is a 3-piece molecular cluster, C2H9OS overall in a non-equilibrium geometry, with properties calculated with wB97M-V/def2-TZVPD.

Element x y z (Å)
S1 -0.572 1.286 -2.044
O1 1.982 0.265 -0.426
C1 -1.573 -0.253 -0.008
C2 -1.554 1.019 -0.698
H1 1.316 -2.079 2.202
H2 0.622 1.031 -1.373
H3 1.538 -1.643 2.774
H4 2.521 -0.523 -0.266
H5 2.653 0.961 -0.455
H6 -2.512 -0.370 0.533
H7 -2.170 1.817 -0.318
H8 -1.456 -1.110 -0.683
H9 -0.795 -0.401 0.761

Summary:
Net charge = +1
Calculated total energy = -15092.73139 eV
Relative energy (zero: lowest compared OMol25 entry of this formula, charge and spin) = 2.786 eV
F_max = 1.596 eV Å⁻¹
Kohn-Sham gap = 8.387 eV

6.
Below is C13H12AlBeCaCl2F3NO24S3 as an isolated structure in a non-equilibrium geometry, with properties calculated with wB97M-V/def2-TZVPD.

Element x y z (Å)
Ca1 -0.450 1.047 -0.753
Cl1 3.750 -5.883 -2.666
Cl2 1.650 -6.738 1.317
S1 3.487 0.197 -3.576
S2 3.377 1.284 -5.933
S3 1.755 4.653 0.165
Al1 0.450 7.551 0.587
F1 4.332 0.509 -2.251
F2 -1.923 -4.566 -2.703
F3 3.790 -0.167 -6.450
O1 0.960 5.677 1.154
O2 3.961 -1.149 -3.878
O3 -1.847 3.419 8.081
O4 1.925 1.265 -6.059
O5 1.375 3.302 0.515
O6 2.131 0.294 -3.047
O7 -1.189 4.332 6.093
O8 -1.268 2.222 6.321
O9 1.765 -5.259 -3.669
O10 -0.491 3.234 3.024
O11 1.822 -3.433 -2.477
O12 -5.016 -2.905 -1.242
O13 -5.363 -4.134 -3.403
O14 3.255 4.925 0.741
O15 -2.854 -5.091 -0.459
O16 1.209 -5.358 1.372
O17 -7.150 -4.150 -1.777
O18 0.859 -7.460 0.340
O19 1.484 -7.350 2.621
O20 -2.809 -0.962 0.724
O21 3.048 -6.784 0.937
O22 2.268 -5.430 -1.719
O23 4.051 2.134 -6.915
O24 1.679 5.168 -1.182
N1 3.998 1.367 -4.492
C1 -2.771 -4.247 -1.495
C2 3.227 6.034 1.637
C3 -0.224 1.171 1.918
C4 1.821 6.044 2.230
C5 -0.806 0.116 1.338
C6 1.945 -4.640 -2.614
C7 -2.494 2.155 2.410
C8 -2.275 0.003 1.252
C9 -3.076 1.101 1.830
C10 -1.455 3.403 6.893
C11 -1.025 2.268 2.496
C12 -3.591 -2.799 -1.597
C13 -5.768 -3.743 -2.191
Be1 -1.050 -6.169 -1.256
H1 -3.407 -2.264 -2.649
H2 3.998 5.925 2.404
H3 1.720 5.289 3.016
H4 -7.053 -4.512 -0.827
H5 -0.232 -0.696 0.909
H6 -3.067 2.968 2.839
H7 0.853 1.269 1.989
H8 3.417 6.944 1.058
H9 -4.152 1.003 1.759
H10 -0.991 2.646 5.483
H11 -3.109 -2.053 -0.800
H12 1.544 7.023 2.629

Summary:
Net charge = +1
Calculated total energy = -155406.31677 eV
F_max = 9.155 eV Å⁻¹
Kohn-Sham gap = 2.284 eV